# C19H26BN8OsS

A molecular structure, C19H26BN8OsS in a non-equilibrium geometry (wB97M-V/def2-TZVPD, OMol25).

Positions of all 56 atoms, in Å:
Os -0.262 -0.072 -0.099
C 2.091 -1.304 -2.262
C 2.568 -0.617 -1.032
C 3.845 -0.377 -0.587
C 3.727 0.313 0.638
C 4.812 0.796 1.516
N 2.421 0.469 0.900
N 1.706 -0.091 -0.109
B 1.675 1.143 2.080
N 0.762 0.049 2.696
N -0.065 -0.704 1.911
C -0.675 -1.645 2.671
C -1.606 -2.654 2.101
C -0.226 -1.487 3.967
C 0.679 -0.411 3.954
C 1.452 0.126 5.094
N 0.794 2.258 1.460
N -0.027 1.999 0.401
C -0.610 3.149 -0.008
C -1.529 3.208 -1.174
C -0.148 4.165 0.809
C 0.736 3.573 1.727
C 1.512 4.249 2.789
H 2.942 -1.642 -2.848
H 1.505 -0.628 -2.892
H 1.487 -2.182 -2.019
H 4.761 -0.660 -1.079
H 5.776 0.544 1.084
H 4.744 0.349 2.510
H 4.760 1.878 1.650
H 2.419 1.582 2.885
H -1.529 -2.681 1.013
H -2.636 -2.434 2.387
H -1.369 -3.644 2.487
H -0.507 -2.068 4.830
H 1.156 -0.372 6.012
H 1.305 1.200 5.212
H 2.522 -0.036 4.945
H -1.469 2.291 -1.761
H -1.267 4.046 -1.817
H -2.559 3.363 -0.848
H -0.409 5.209 0.761
H 1.236 5.298 2.841
H 2.583 4.184 2.585
H 1.344 3.791 3.765
S -2.457 -0.396 -0.758
C -4.045 -0.039 -0.167
N -5.090 -0.418 -0.940
C -6.359 -0.185 -0.553
C -6.590 0.448 0.642
C -5.468 0.814 1.390
N -4.225 0.568 0.980
H -4.922 -0.887 -1.826
H -7.153 -0.511 -1.213
H -7.596 0.648 0.980
H -5.569 1.319 2.343

HOMO energy (alpha / beta)	-17.974 / -17.487	eV
multiplicity	5
HOMO-LUMO gap (alpha / beta)	6.6 / 5.1	eV
total charge	+3
relative energy (zero: lowest compared OMol25 entry of this formula, charge and spin)	0.0	kJ/mol

Atomic partial charges in e from the Mulliken method, atoms 1 to 2: 1.425 -1.575

***

# C19H26FIrN4S

A molecular structure, C19H26FIrN4S in a non-equilibrium geometry (wB97M-V/def2-TZVPD, OMol25).

Positions of all 52 atoms, in Å:
Ir -0.720 1.309 -0.230
N -2.779 1.376 -0.241
N -3.424 0.225 0.277
C -2.763 -0.937 0.380
N -3.407 -2.009 0.775
S -1.083 -1.023 0.002
H -3.019 2.158 0.375
H -3.148 1.560 -1.177
H -4.401 0.328 0.525
H -4.398 -2.021 0.981
H -2.909 -2.881 0.886
C 2.210 1.452 3.384
C 2.560 2.465 2.280
C 3.321 3.669 2.843
C 3.351 1.757 1.206
C 4.631 1.351 1.419
C 5.311 0.617 0.440
C 4.711 0.268 -0.816
C 3.442 0.632 -1.117
C 2.818 0.283 -2.452
C 1.599 -0.607 -2.248
C 2.524 1.498 -3.336
C 2.774 1.418 -0.109
N 1.480 1.899 -0.341
C 1.170 3.121 -0.627
C 2.040 4.248 -0.897
C 1.418 5.411 -1.160
C -0.036 5.492 -1.180
C -0.884 4.423 -0.967
C -0.311 3.192 -0.690
F -0.870 1.959 1.565
H 1.596 1.940 4.139
H 3.115 1.083 3.867
H 1.655 0.597 2.994
H 1.615 2.820 1.868
H 4.219 3.362 3.379
H 2.687 4.195 3.556
H 3.616 4.373 2.063
H 5.130 1.576 2.352
H 6.325 0.287 0.636
H 5.298 -0.300 -1.527
H 3.568 -0.312 -2.977
H 0.875 -0.056 -1.640
H 1.851 -1.513 -1.695
H 1.139 -0.893 -3.192
H 1.620 2.030 -3.031
H 2.359 1.168 -4.360
H 3.359 2.200 -3.353
H 3.118 4.140 -0.888
H 1.979 6.313 -1.366
H -0.467 6.468 -1.380
H -1.954 4.575 -1.011

HOMO energy (alpha / beta)	-18.321 / -18.322	eV
multiplicity	2
HOMO-LUMO gap (alpha / beta)	5.9 / 5.5	eV
total charge	+3

Atomic partial charges in e from the Mulliken method, atoms 1 to 2: 1.014 -0.483

***

# C19H26IN7O3STc

A molecular structure, C19H26IN7O3STc in a non-equilibrium geometry (wB97M-V/def2-TZVPD, OMol25).

Positions of all 58 atoms, in Å:
Tc 0.345 -0.029 0.162
C -3.164 0.394 2.708
C -1.942 -0.022 1.971
N -1.455 0.628 0.962
N -2.109 1.748 0.529
C -1.491 2.344 -0.466
N -2.071 3.426 -0.985
S 0.057 1.879 -1.178
C -1.211 -1.269 2.318
C -1.641 -2.155 3.281
C -0.950 -3.347 3.462
C 0.161 -3.623 2.683
C 0.560 -2.687 1.749
N -0.111 -1.540 1.576
H -3.754 1.077 2.107
H -2.879 0.915 3.628
H -3.769 -0.468 2.985
H -2.939 3.760 -0.597
H -1.640 3.941 -1.732
H -2.511 -1.926 3.879
H -1.284 -4.058 4.207
H 0.715 -4.545 2.792
H 1.421 -2.837 1.108
N -2.078 -3.834 -5.411
C -2.448 -3.860 -4.115
O -3.268 -4.616 -3.648
C -1.768 -2.873 -3.178
C -2.395 -2.650 -1.961
C -1.808 -1.813 -1.045
N -0.626 -1.211 -1.280
C -0.020 -1.412 -2.463
C -0.565 -2.231 -3.428
H -2.528 -4.482 -6.038
H -1.462 -3.147 -5.802
H -3.333 -3.143 -1.746
H -2.284 -1.609 -0.097
H 0.918 -0.902 -2.621
H -0.016 -2.363 -4.352
N 2.629 2.378 2.882
C 2.182 1.218 2.438
O 1.264 1.218 1.582
C 2.796 -0.024 2.991
I 1.764 -0.548 4.780
H 2.205 3.234 2.556
H 3.333 2.433 3.601
H 3.834 0.123 3.271
H 2.702 -0.843 2.288
C 4.394 -0.884 -0.219
C 3.287 -0.345 -1.095
C 3.432 1.131 -1.394
O 2.020 -0.616 -0.452
H 5.346 -0.827 -0.747
H 4.214 -1.927 0.046
H 4.484 -0.293 0.697
H 3.283 -0.900 -2.036
H 3.324 1.720 -0.480
H 2.690 1.475 -2.117
H 4.420 1.325 -1.814

HOMO energy (alpha / beta)	-14.178 / -14.303	eV
multiplicity	4
HOMO-LUMO gap (alpha / beta)	7.7 / 6.8	eV
total charge	+2

Atomic partial charges in e from the Mulliken method, atoms 1 to 2: 0.620 -1.654

***

# C19H26N2O3

A single C19H26N2O3 molecule in a non-equilibrium geometry (wB97M-V/def2-TZVPD, OMol25).

Positions of all 50 atoms, in Å:
C 2.194 0.858 -3.576
C 1.084 -0.156 -3.341
C 0.708 -0.141 -1.836
C 1.825 -0.740 -0.946
C 1.360 -1.914 -0.084
C 0.600 -2.897 -0.944
C -0.697 -2.264 -1.453
N -0.608 -0.782 -1.668
C -1.776 -0.030 -1.652
O -2.866 -0.641 -1.431
C -1.887 1.486 -1.903
O -2.080 2.180 -0.667
C -0.992 2.169 0.141
C 0.039 3.100 -0.117
C 1.195 3.075 0.639
C 1.279 2.165 1.713
C 0.249 1.259 2.025
C -0.917 1.291 1.239
C -2.019 0.296 1.621
C -2.033 -0.008 3.141
N -0.746 -0.467 3.539
C -0.715 -1.623 4.466
C 0.358 0.286 3.164
O 1.436 0.137 3.768
H 3.003 0.764 -2.869
H 1.831 1.891 -3.535
H 2.599 0.652 -4.590
H 0.195 0.102 -3.913
H 1.417 -1.130 -3.695
H 0.643 0.889 -1.532
H 2.666 -1.100 -1.565
H 2.213 0.042 -0.305
H 2.226 -2.474 0.347
H 0.713 -1.555 0.761
H 0.354 -3.805 -0.399
H 1.279 -3.206 -1.760
H -0.980 -2.742 -2.443
H -1.474 -2.521 -0.731
H -2.769 1.666 -2.511
H -1.021 1.858 -2.446
H -0.034 3.814 -0.916
H 2.047 3.699 0.424
H 2.192 2.094 2.322
H -3.017 0.628 1.292
H -1.860 -0.666 1.138
H -2.267 0.911 3.692
H -2.820 -0.727 3.324
H -1.385 -1.426 5.334
H -1.032 -2.514 3.897
H 0.290 -1.782 4.840

HOMO energy	-8.943	eV
HOMO-LUMO gap	9.4	eV
relative energy (zero: lowest compared OMol25 entry of this formula, charge and spin)	169.8	kJ/mol

Atomic partial charges in e from the Mulliken method, atoms 1 to 2: -1.289 -0.718

***

# C19H26N2O4

2 unconnected molecules or ions with the total composition C19H26N2O4 in a non-equilibrium geometry (wB97M-V/def2-TZVPD, OMol25).

Positions of all 51 atoms, in Å:
C 0.907 4.435 -3.280
N 0.664 3.417 -2.261
C -0.018 2.285 -2.462
O -0.490 1.998 -3.559
C -0.202 1.295 -1.290
C -1.430 1.634 -0.419
C -2.772 1.719 -1.173
C -3.162 0.406 -1.856
C -3.879 2.072 -0.178
N 0.965 1.060 -0.416
C 1.635 1.931 0.341
C 2.797 1.368 1.126
O 1.359 3.120 0.430
H -0.038 4.727 -3.742
H 1.566 4.033 -4.051
H 1.372 5.311 -2.825
H 1.003 3.585 -1.319
H -0.406 0.335 -1.764
H -1.255 2.598 0.058
H -1.517 0.890 0.371
H -2.724 2.509 -1.922
H -4.133 0.521 -2.337
H -2.436 0.155 -2.629
H -3.218 -0.397 -1.126
H -3.963 1.295 0.582
H -3.648 3.022 0.303
H -4.830 2.171 -0.702
H 1.287 0.106 -0.366
H 3.231 2.159 1.736
H 2.447 0.563 1.770
H 3.549 0.987 0.437
O 3.375 -3.222 4.081
C 2.473 -3.225 3.056
C 1.322 -2.440 3.124
C 0.390 -2.463 2.078
C -0.786 -1.705 2.151
C -1.722 -1.755 1.114
C -1.478 -2.543 -0.014
C -0.305 -3.299 -0.099
C 0.631 -3.273 0.945
C 1.795 -4.053 0.884
C 2.712 -4.037 1.939
O 3.841 -4.816 1.894
H 4.079 -3.853 3.844
H 1.158 -1.829 4.005
H -0.985 -1.087 3.022
H -2.640 -1.178 1.188
H -2.204 -2.579 -0.821
H -0.131 -3.915 -0.976
H 1.976 -4.680 0.018
H 3.841 -5.359 1.089

HOMO energy	-8.228	eV
HOMO-LUMO gap	8.5	eV
relative energy (zero: lowest compared OMol25 entry of this formula, charge and spin)	27.7	kJ/mol

Atomic partial charges in e from the Mulliken method, atoms 1 to 2: -1.013 -0.017

***

# C19H26N2O4Pd

A molecular structure, C19H26N2O4Pd (wB97M-V/def2-TZVPD, OMol25).

Positions of all 52 atoms, in Å:
Pd 1.120 -0.074 0.302
C -1.266 -0.460 1.845
C -1.225 0.918 1.473
C -0.029 1.490 2.014
C 0.705 0.449 2.670
C -0.083 -0.751 2.589
C 0.232 -2.054 3.215
C 1.946 0.615 3.472
C 0.322 2.928 1.971
C -2.257 1.654 0.710
C -2.347 -1.430 1.555
H -0.254 -2.113 4.197
H 1.299 -2.189 3.379
H -0.154 -2.886 2.625
H 1.682 0.810 4.517
H 2.546 1.456 3.129
H 2.556 -0.287 3.465
H 0.172 3.343 0.973
H 1.343 3.118 2.292
H -0.342 3.486 2.640
H -3.009 2.062 1.395
H -2.783 1.006 0.010
H -1.829 2.499 0.172
H -2.737 -1.851 2.485
H -1.965 -2.272 0.971
H -3.172 -0.979 1.011
C 1.304 -3.966 -2.000
O 1.613 -2.857 -1.074
C 0.750 -1.903 -1.014
O -0.295 -1.716 -1.558
H 2.128 -4.659 -1.890
H 1.246 -3.572 -3.011
H 0.361 -4.419 -1.707
O 3.839 0.125 0.120
C 4.638 0.488 -1.029
N 5.027 1.873 -1.077
C 4.391 2.862 -1.825
O 4.946 3.848 -2.222
C 2.932 2.578 -2.039
C 2.287 2.652 -3.265
C 0.980 2.190 -3.362
C 0.388 1.603 -2.256
N 1.000 1.587 -1.065
C 2.215 2.132 -0.950
H 4.420 0.027 0.884
H 4.021 0.229 -1.886
H 5.536 -0.125 -1.046
H 6.006 2.077 -0.922
H 2.810 3.037 -4.132
H 0.447 2.228 -4.301
H -0.577 1.118 -2.322
H 2.660 2.153 0.034

HOMO energy (alpha / beta)	-14.716 / -15.400	eV
multiplicity	5
HOMO-LUMO gap (alpha / beta)	9.0 / 6.3	eV
total charge	+2
relative energy (zero: lowest compared OMol25 entry of this formula, charge and spin)	48.6	kJ/mol

Atomic partial charges in e from the Mulliken method, atoms 1 to 2: -0.025 1.027

***

# C19H26N3O6

A gas-phase ion, C19H26N3O6 (charge +1) in a non-equilibrium geometry (wB97M-V/def2-TZVPD, OMol25).

Positions of all 54 atoms, in Å:
C 3.272 3.578 -2.988
C 1.858 3.042 -3.133
O 1.418 2.611 -1.845
C 0.509 1.639 -1.659
C -0.384 1.153 -2.650
N -0.651 1.899 -3.862
O -0.782 3.098 -3.743
O -0.794 1.273 -4.885
C -1.169 0.021 -2.503
C -1.144 -0.630 -1.281
C -1.790 -1.787 -0.723
C -2.719 -2.700 -1.422
C -1.376 -1.845 0.575
C -1.523 -2.864 1.626
O -1.593 -4.049 1.401
N -1.450 -2.384 2.922
C -0.758 -3.159 3.918
C 0.685 -2.597 4.030
N 0.762 -1.269 3.368
C 2.077 -0.636 3.516
C -0.344 -0.400 3.826
C -1.677 -1.026 3.346
O -0.483 -0.819 0.878
C -0.349 -0.090 -0.259
C 0.489 1.013 -0.391
O 1.156 1.338 0.756
C 2.061 2.441 0.834
C 3.471 2.051 0.417
H 3.301 4.353 -2.228
H 3.966 2.787 -2.713
H 3.588 4.003 -3.936
H 1.194 3.835 -3.498
H 1.836 2.203 -3.839
H -1.799 -0.300 -3.316
H -3.636 -2.174 -1.684
H -2.958 -3.553 -0.794
H -2.265 -3.051 -2.347
H -1.283 -3.088 4.873
H -0.751 -4.203 3.602
H 1.397 -3.264 3.541
H 0.978 -2.479 5.075
H 0.582 -1.389 2.353
H 2.248 -0.361 4.556
H 2.117 0.257 2.893
H 2.861 -1.322 3.200
H -0.209 0.593 3.395
H -0.302 -0.327 4.914
H -2.397 -1.039 4.172
H -2.117 -0.451 2.534
H 1.697 3.281 0.243
H 2.042 2.725 1.892
H 3.855 1.248 1.044
H 4.126 2.911 0.512
H 3.479 1.720 -0.616

HOMO energy	-11.067	eV
HOMO-LUMO gap	8.3	eV
total charge	+1
relative energy (zero: lowest compared OMol25 entry of this formula, charge and spin)	3.8	kJ/mol

Atomic partial charges in e from the Mulliken method, atoms 1 to 2: -1.377 -0.321

***

# C19H26N4O

A single C19H26N4O molecule in a non-equilibrium geometry (wB97M-V/def2-TZVPD, OMol25).

Positions of all 50 atoms, in Å:
C -3.730 5.179 -4.280
O -3.413 3.987 -4.966
C -2.983 2.972 -4.154
C -2.171 2.006 -4.770
C -1.762 0.946 -3.987
C -2.102 0.887 -2.641
N -1.717 -0.131 -1.737
C -1.582 -1.543 -2.156
C -1.040 -2.399 -1.023
C 0.482 -2.444 -0.803
C 1.102 -1.088 -0.401
C 0.807 -0.661 1.051
N 1.116 -1.719 2.036
C 1.058 -1.363 3.439
C 2.031 -0.258 3.764
C 1.564 0.969 4.205
C 2.465 1.975 4.589
C 3.830 1.753 4.521
C 4.306 0.533 4.061
C 3.406 -0.483 3.703
C 0.581 -3.068 1.680
C 0.959 -3.471 0.257
N -2.782 1.902 -2.105
N -3.239 2.922 -2.833
H -4.717 5.105 -3.819
H -3.024 5.398 -3.489
H -3.750 5.973 -5.032
H -1.893 2.066 -5.826
H -1.112 0.172 -4.374
H -2.136 -0.035 -0.828
H -0.943 -1.667 -3.058
H -2.546 -1.943 -2.443
H -1.570 -2.183 -0.084
H -1.322 -3.422 -1.246
H 0.916 -2.720 -1.789
H 0.803 -0.293 -1.062
H 2.179 -1.130 -0.518
H -0.245 -0.452 1.172
H 1.324 0.293 1.297
H 1.311 -2.245 4.077
H 0.055 -1.058 3.682
H 0.522 1.162 4.308
H 2.157 2.942 4.954
H 4.534 2.525 4.856
H 5.367 0.366 4.023
H 3.775 -1.441 3.321
H -0.501 -3.055 1.811
H 1.008 -3.790 2.390
H 2.064 -3.493 0.190
H 0.555 -4.476 0.037

HOMO energy	-8.034	eV
HOMO-LUMO gap	8.7	eV
relative energy (zero: lowest compared OMol25 entry of this formula, charge and spin)	263.7	kJ/mol

Atomic partial charges in e from the Mulliken method, atoms 1 to 2: -0.675 -0.379

***

# C19H26N4O3

A single C19H26N4O3 molecule (wB97M-V/def2-TZVPD, OMol25).

Positions of all 52 atoms, in Å:
C -7.102 -1.651 -0.910
C -6.166 -1.011 0.113
N -5.113 -0.249 -0.536
C -4.017 -1.086 -0.992
C -3.063 -0.364 -1.935
C -4.754 0.971 0.141
C -4.133 0.849 1.556
N -2.790 0.328 1.540
C -1.722 1.028 1.158
O -1.694 2.211 0.850
C -0.452 0.171 1.139
O -0.483 -1.013 1.432
N 0.600 0.913 0.756
C 1.940 0.564 0.582
C 2.807 1.558 0.121
C 4.153 1.293 -0.076
C 4.575 0.007 0.209
C 3.727 -1.004 0.655
C 2.391 -0.733 0.849
C 4.555 -2.239 0.815
C 5.956 -1.784 0.396
O 6.966 -2.446 0.350
N 5.866 -0.460 0.072
C 6.912 0.428 -0.371
C 6.308 1.494 -1.288
C 5.182 2.262 -0.585
H -6.593 -2.415 -1.491
H -7.945 -2.114 -0.402
H -7.474 -0.891 -1.591
H -5.758 -1.793 0.776
H -6.753 -0.324 0.729
H -3.445 -1.522 -0.153
H -4.468 -1.917 -1.539
H -3.626 0.146 -2.712
H -2.449 0.365 -1.411
H -2.399 -1.088 -2.400
H -4.056 1.527 -0.485
H -5.663 1.571 0.236
H -4.093 1.855 1.984
H -4.746 0.210 2.192
H -2.616 -0.654 1.723
H 0.345 1.881 0.563
H 2.418 2.544 -0.086
H 1.699 -1.484 1.192
H 4.223 -3.061 0.181
H 4.578 -2.607 1.842
H 7.671 -0.164 -0.890
H 7.383 0.903 0.499
H 7.093 2.182 -1.601
H 5.903 1.007 -2.178
H 4.725 2.975 -1.274
H 5.594 2.831 0.255

HOMO energy	-7.824	eV
HOMO-LUMO gap	8.4	eV
relative energy (zero: lowest compared OMol25 entry of this formula, charge and spin)	49.0	kJ/mol

Atomic partial charges in e from the Mulliken method, atoms 1 to 2: -1.343 -0.540